# 1
DFT (ωB97M-V with the def2-TZVPD basis set) results for a cluster of 13 separate species, C5H37N2O13 in total in a non-equilibrium geometry.

Each line ends with the Mulliken charge.
CARTESIAN COORDINATES (ANGSTROEM)
C -1.54 2.81 -0.60  -0.70
O -2.67 1.95 -0.67  -0.68
C -0.34 2.18 -1.26  -0.67
C 0.64 1.51 -0.28  -1.64
C 0.31 0.10 -0.04  2.24
C 0.32 -0.80 -1.09  -2.15
N -0.12 -2.19 -0.99  0.32
N -0.04 -0.28 1.24  -0.14
H -1.40 2.96 0.45  0.40
H -1.84 3.75 -1.00  0.29
H -2.88 1.64 -1.60  0.43
H -0.63 1.50 -2.03  0.45
H 0.27 2.95 -1.82  0.35
H 0.77 2.07 0.61  0.73
H 1.68 1.60 -0.65  0.21
H 0.53 -0.48 -2.12  0.43
H -1.15 -2.21 -0.78  0.18
H 0.03 -2.64 -1.92  0.45
H 0.42 -2.71 -0.22  0.48
H 0.18 0.31 1.99  0.17
H -0.01 -1.24 1.50  0.29
H 3.84 0.84 -0.27  0.47
H 4.90 2.03 -0.41  0.28
O 3.96 1.84 -0.24  -0.73
H -3.61 -2.66 -0.35  0.24
H -3.00 -1.29 0.10  0.45
O -2.92 -2.06 -0.52  -0.75
H 2.72 -0.92 2.52  0.45
H 3.69 -2.18 2.59  0.29
O 2.98 -1.77 2.06  -0.75
H 3.08 3.40 2.27  0.28
H 3.12 2.43 1.10  0.38
O 2.58 2.69 1.87  -0.69
H -4.43 1.35 -3.14  0.32
H -3.07 1.70 -3.91  0.31
O -3.43 1.24 -3.14  -0.77
H -0.45 1.91 4.30  0.28
H -0.69 0.50 4.70  0.27
O -0.25 1.01 4.04  -0.60
H 3.43 -1.22 0.50  0.45
H 2.77 -1.01 -0.85  0.28
O 3.56 -0.81 -0.38  -0.84
H -0.44 -2.85 -4.42  0.28
H -1.38 -1.94 -3.58  0.45
O -0.47 -2.32 -3.62  -0.67
H -2.21 -0.03 1.56  0.32
H -2.95 0.72 0.48  0.50
O -3.04 -0.03 1.11  -0.87
H -3.08 -0.50 -3.19  0.43
H -2.98 -1.62 -2.22  0.38
O -2.91 -1.42 -3.12  -0.83
H 0.66 -3.88 1.97  0.25
H 1.61 -2.69 1.75  0.40
O 0.76 -3.15 1.47  -0.68
H 2.46 1.29 2.84  0.43
H 1.42 0.67 3.78  0.38
O 2.28 0.45 3.32  -0.84

## Properties
HOMO = -11.188 eV
max |F| = 0.100 hartree/bohr
Kohn-Sham gap = 9.0 eV
energy above the lowest of the compared OMol25 structures with the same formula, charge and spin = 28.2 kcal/mol
spin multiplicity = 1
total charge = +1


# 2
DFT (ωB97M-V with the def2-TZVPD basis set) results for a cluster of 4 separate species, C35H72BIO4P in total in a non-equilibrium geometry.

Each line ends with the Mulliken charge.
CARTESIAN COORDINATES (ANGSTROEM)
C 5.93 6.44 -0.21  -0.97
C 5.20 5.02 0.08  -0.09
O 5.65 4.05 -0.89  -0.34
C 4.74 3.92 -2.01  -0.56
C 4.40 2.40 -2.42  -0.27
O 4.51 1.45 -1.35  -0.34
C 3.55 1.77 -0.29  -1.00
P 2.62 0.26 0.45  0.00
C 1.82 -0.06 -1.26  -0.56
C 2.55 -1.10 -2.23  -0.78
C 3.00 -2.51 -1.69  -0.78
I 5.15 -2.76 -2.22  -0.17
C 1.79 -1.20 1.35  -0.75
C 0.48 -1.83 0.81  0.17
O 0.51 -2.98 0.24  -0.64
C -1.02 -1.21 0.93  0.45
C -1.91 -0.91 -0.31  -0.30
C -3.34 -0.27 -0.17  -0.58
C -3.85 0.09 1.27  -0.42
C -2.95 -0.25 2.49  -0.60
C -1.53 -0.89 2.36  0.04
B 1.21 1.53 0.98  1.05
C 1.12 2.00 2.57  -0.74
O 0.26 2.12 0.06  -0.85
H 5.21 7.22 -0.61  0.25
H 6.41 6.85 0.77  0.29
H 6.81 6.25 -0.92  0.25
H 5.54 4.70 1.14  0.28
H 4.07 5.15 0.14  0.24
H 5.21 4.42 -2.95  0.30
H 3.74 4.47 -1.86  0.25
H 3.33 2.41 -2.85  0.20
H 5.09 2.12 -3.31  0.36
H 2.79 2.60 -0.60  0.30
H 4.18 2.26 0.55  -0.04
H 3.80 -0.55 0.09  0.16
H 3.30 0.56 1.72  0.10
H 0.66 -0.11 -1.26  0.17
H 1.98 0.95 -1.83  0.35
H 3.46 -0.56 -2.69  0.34
H 1.84 -1.27 -3.14  0.18
H 2.48 -3.38 -2.24  0.52
H 2.95 -2.73 -0.59  0.34
H 2.58 -2.04 1.45  0.43
H 1.60 -0.87 2.44  0.41
H -1.55 -1.12 -1.38  0.36
H -3.99 -0.03 -1.08  0.35
H -4.87 0.59 1.43  0.37
H -3.37 0.03 3.52  0.17
H -0.89 -1.11 3.27  0.42
H 0.24 1.43 3.03  0.08
H 0.87 3.14 2.54  0.18
H 2.11 1.80 3.13  0.20
H -0.62 2.03 0.51  0.18
C -9.14 4.61 -0.08  -1.20
C -8.43 3.51 -0.87  -0.50
C -7.43 2.72 -0.03  -0.54
C -6.26 3.54 0.53  -0.54
C -5.42 4.26 -0.53  -0.49
C -4.74 3.30 -1.49  -0.90
H -8.43 5.35 0.29  0.28
H -9.86 5.13 -0.72  0.38
H -9.68 4.19 0.77  0.29
H -7.94 3.94 -1.75  0.24
H -9.19 2.81 -1.25  0.37
H -7.04 1.89 -0.63  0.28
H -7.96 2.25 0.82  0.41
H -5.61 2.87 1.11  0.23
H -6.64 4.28 1.24  0.33
H -4.65 4.85 -0.02  0.37
H -6.04 4.97 -1.09  0.24
H -4.07 2.62 -0.96  0.06
H -4.13 3.86 -2.21  0.40
H -5.46 2.71 -2.06  0.28
C 2.79 -3.40 -9.10  -1.18
C 2.44 -4.64 -8.29  -0.42
C 2.03 -4.32 -6.85  -0.82
C 3.11 -3.65 -6.00  -0.08
C 4.41 -4.44 -5.88  -0.41
C 4.22 -5.79 -5.19  -1.14
H 3.64 -2.86 -8.67  0.29
H 3.06 -3.68 -10.12  0.38
H 1.94 -2.71 -9.15  0.29
H 3.28 -5.33 -8.30  0.24
H 1.61 -5.15 -8.79  0.36
H 1.69 -5.24 -6.37  0.35
H 1.15 -3.66 -6.88  0.39
H 2.71 -3.47 -5.00  -0.05
H 3.34 -2.66 -6.41  0.31
H 5.13 -3.85 -5.29  0.30
H 4.87 -4.59 -6.86  0.30
H 3.82 -5.66 -4.19  0.21
H 5.18 -6.31 -5.11  0.36
H 3.55 -6.44 -5.76  0.32
C -3.08 -0.63 6.64  -1.18
C -1.60 -0.96 6.65  -0.34
C -1.32 -2.43 6.36  -0.45
C -1.89 -3.42 7.39  -0.87
C -1.42 -3.20 8.83  -0.41
C 0.08 -3.37 9.00  -1.18
H -3.63 -1.17 7.41  0.36
H -3.22 0.44 6.83  0.37
H -3.51 -0.87 5.67  0.20
H -1.16 -0.67 7.61  0.31
H -1.10 -0.35 5.89  0.27
H -0.24 -2.58 6.28  0.40
H -1.73 -2.68 5.38  0.26
H -1.63 -4.44 7.08  0.40
H -2.99 -3.38 7.36  0.33
H -1.93 -3.92 9.47  0.37
H -1.72 -2.21 9.18  0.24
H 0.39 -4.38 8.70  0.29
H 0.36 -3.22 10.04  0.37
H 0.64 -2.65 8.40  0.28

## Properties
HOMO = -3.542 eV
max |F| = 0.087 hartree/bohr
Kohn-Sham gap = 5.9 eV
spin multiplicity = 1
total charge = -1


# 3
DFT (ωB97M-V with the def2-TZVPD basis set) results for a cluster of 4 separate species, C35H44ClF3N2O4 in total in a non-equilibrium geometry.

Each line ends with the Mulliken charge.
CARTESIAN COORDINATES (ANGSTROEM)
C -0.36 -1.53 -3.41  -0.80
C 0.04 -2.99 -3.54  0.23
O 0.51 -3.34 -4.55  -0.52
N -0.10 -3.94 -2.47  -0.04
C -1.50 -3.93 -2.00  -0.66
C 0.75 -3.56 -1.31  0.32
C 2.25 -3.75 -1.56  -1.60
C 3.01 -2.54 -2.13  -0.81
C 3.64 -1.61 -1.06  -1.13
C 2.63 -0.59 -0.54  1.06
N 1.95 0.26 -1.52  0.03
C 1.13 1.12 -0.71  -0.54
O 0.24 1.75 -1.13  -0.60
C 1.63 1.05 0.76  0.79
C 1.46 2.29 1.65  -1.05
C 0.47 1.99 2.78  0.05
O 0.86 2.69 4.00  -0.52
C -0.01 2.41 4.97  0.15
O -0.18 3.09 5.89  -0.45
C 3.01 0.40 0.57  -0.28
C 4.27 1.26 0.41  -1.99
C 4.15 2.54 -0.44  0.53
C 5.46 2.69 -1.28  -1.43
Cl 4.03 4.04 0.56  -0.19
H 0.41 -0.85 -3.74  0.34
H -1.24 -1.37 -4.03  0.51
H -0.65 -1.26 -2.39  0.10
H -1.90 -2.91 -1.87  0.23
H -2.14 -4.46 -2.69  0.35
H -1.58 -4.41 -1.03  0.18
H 0.47 -2.54 -1.00  0.18
H 0.48 -4.21 -0.48  0.08
H 2.33 -4.60 -2.24  0.52
H 2.71 -4.06 -0.62  0.47
H 2.42 -1.97 -2.84  0.41
H 3.86 -2.94 -2.69  0.42
H 4.42 -1.05 -1.58  0.51
H 4.12 -2.17 -0.26  0.25
H 1.88 -1.21 -0.03  -0.69
H 2.60 0.80 -2.07  0.42
H 1.01 0.24 1.18  0.26
H 0.97 3.05 1.04  0.29
H 2.38 2.64 2.09  0.51
H -0.54 2.29 2.51  0.42
H 0.43 0.93 3.02  0.18
H -0.58 1.47 4.89  0.36
H 3.17 -0.24 1.46  0.56
H 4.60 1.56 1.41  0.61
H 5.07 0.64 0.03  0.72
H 3.34 2.52 -1.17  0.27
H 5.27 2.22 -2.25  0.32
H 5.64 3.75 -1.44  0.46
H 6.29 2.22 -0.78  0.34
F 0.40 -1.55 3.53  -0.12
C -0.03 -2.83 3.50  0.14
C -0.29 -3.48 4.70  -0.65
C -0.73 -4.79 4.67  -0.42
C -0.90 -5.44 3.45  -0.78
C -0.64 -4.78 2.26  -0.34
C -0.20 -3.46 2.29  0.23
H -0.14 -2.95 5.63  0.44
H -0.94 -5.31 5.59  0.36
H -1.25 -6.47 3.43  0.38
H -0.77 -5.28 1.32  0.32
H 0.00 -2.92 1.37  0.40
F -2.12 3.24 2.35  -0.40
C -2.33 4.32 1.56  0.25
C -1.95 4.26 0.24  -0.04
C -2.18 5.37 -0.57  -0.77
C -2.76 6.51 -0.05  -0.51
C -3.13 6.55 1.29  -0.41
C -2.92 5.44 2.11  -0.51
H -1.49 3.36 -0.15  0.67
H -1.89 5.33 -1.62  0.41
H -2.93 7.37 -0.68  0.38
H -3.58 7.44 1.71  0.37
H -3.20 5.45 3.15  0.45
F -3.94 -1.97 -3.79  -0.29
C -4.41 -0.95 -3.04  0.38
C -5.75 -0.94 -2.68  -0.55
C -6.23 0.11 -1.91  -0.33
C -5.37 1.12 -1.50  -0.60
C -4.04 1.10 -1.87  -0.50
C -3.55 0.05 -2.64  -0.24
H -6.40 -1.74 -3.02  0.42
H -7.27 0.12 -1.62  0.37
H -5.75 1.94 -0.90  0.40
H -3.37 1.89 -1.56  0.55
H -2.51 0.01 -2.93  0.38

## Properties
HOMO = -9.320 eV
max |F| = 0.072 hartree/bohr
Kohn-Sham gap = 9.8 eV
energy above the lowest of the compared OMol25 structures with the same formula, charge and spin = 10.2 kcal/mol
spin multiplicity = 1
SMILES = CC(=O)N(C)CCCC[C@@H]1NC(=O)[C@H](CCOC=O)[C@@H]1C[C@H](C)Cl.Fc1ccccc1.Fc1ccccc1.Fc1ccccc1
total charge = 0


Question: Which value of Kohn-Sham gap does entry 2 give?
Answer: 5.9 eV


Question: Among the records above, which one has the lowest max |F|?
Answer: C35H44ClF3N2O4


Question: Number 2 is which compound?
Answer: C35H72BIO4P